No. 1
99
Properties=species:S:1:pos:R:3:forces:R:3 method="wB97M-V/def2-TZVPD" total_charge=+3 homo_lumo_gap_ev="2.961 / 1.640" spin_multiplicity=3 mol_weight_g_mol=677.9 s_squared=2.013 e_homo_ev="-13.080 / -13.080"
Cu -3.928769 -0.036016 5.074093 -0.10 0.09 0.07
Cu 3.488621 -2.522886 4.105533 0.56 0.06 -0.34
O -0.820609 -0.568216 -0.088667 0.86 0.37 -0.24
C -0.575309 -0.737596 1.179603 0.26 -0.16 -0.58
O -1.501649 -1.103436 1.913383 -0.25 -0.16 1.55
O 0.549621 -0.601246 1.700873 -0.15 -0.03 0.11
H -1.764819 -0.735106 -0.135857 -0.74 -0.03 -0.78
C 5.745461 3.486644 -4.491907 0.89 -0.01 0.91
O 4.500151 3.017084 -4.058217 -1.13 -1.69 0.20
C 4.500651 1.804034 -3.294197 0.36 2.62 1.38
C 4.597221 0.595654 -4.150157 1.36 0.16 0.20
N 4.029541 -0.592566 -3.582947 -2.15 1.69 -3.30
C 3.514751 -1.531906 -4.591267 2.11 -2.83 1.67
C 4.579161 -2.194946 -5.480497 -1.22 0.69 -1.19
O 4.609081 -1.482766 -6.671407 0.43 -0.06 -0.92
C 5.592791 -2.144766 -7.490777 0.21 1.65 -0.68
H 6.243881 2.826254 -5.201527 -0.30 0.21 -0.67
H 6.421301 3.470274 -3.636877 0.22 0.38 0.24
H 5.586061 4.518964 -4.803347 0.23 -0.33 -0.39
H 3.637561 1.914384 -2.637677 -0.81 -0.57 -0.53
H 5.261591 1.860434 -2.515807 0.78 -0.17 -0.25
H 5.634871 0.436624 -4.443537 0.30 -0.18 -0.17
H 4.118521 0.838694 -5.098777 -0.42 -0.39 -0.56
H 3.233041 -0.249366 -3.065357 -0.12 -0.56 1.55
H 2.647451 -1.164976 -5.140137 0.10 0.44 -0.09
H 3.208431 -2.404876 -4.014897 -0.76 0.13 0.34
H 4.189091 -3.164296 -5.790827 -0.06 -0.53 0.78
H 5.609271 -2.324266 -5.148427 -0.07 0.07 1.03
H 5.531431 -3.232996 -7.500557 -0.14 0.05 0.24
H 6.538751 -1.753636 -7.116247 0.45 -0.62 -0.07
H 5.500061 -1.757716 -8.505517 -0.20 -0.16 0.07
C 8.145761 -2.893596 0.003453 0.62 0.11 1.26
C 7.438541 -2.419996 1.307613 -1.02 0.97 0.15
C 7.651361 -0.919516 1.765743 0.64 -0.94 -0.09
O 6.832551 -0.605946 2.873913 -0.31 -0.34 0.22
C 6.977521 0.721504 3.295253 -0.40 1.41 0.34
N 5.963451 -2.500036 1.193433 -0.38 -0.13 0.16
H 9.211481 -2.906106 0.231863 0.20 0.20 -0.33
H 7.972161 -2.326876 -0.911317 -0.16 0.38 0.28
H 7.926161 -3.935906 -0.227757 -0.36 -0.03 0.23
H 7.691021 -3.054156 2.157443 0.39 -0.10 -0.17
H 7.409141 -0.254306 0.936943 -0.02 0.17 -0.33
H 8.672081 -0.720116 2.092033 0.34 -0.20 -0.43
H 7.967031 1.090134 3.565613 0.49 -0.73 -0.03
H 6.353791 0.938024 4.162543 -0.06 -0.60 0.16
H 6.629031 1.462984 2.576323 -0.14 -0.17 -0.67
H 5.668931 -3.357196 0.747753 0.13 -0.19 -0.16
H 5.702961 -1.739576 0.581923 -0.41 0.09 -0.16
C -2.992339 1.771114 -5.843197 -0.25 -0.29 0.26
C -4.343969 1.732164 -6.620797 1.18 -0.19 -0.95
C -5.401119 2.571164 -5.888547 -0.48 -0.32 0.10
O -5.402909 2.338724 -4.468977 0.60 -0.58 0.07
C -5.816119 1.029584 -3.978277 -1.31 1.58 -0.60
N -4.241749 2.089904 -8.079237 -0.38 0.05 1.18
H -2.884839 0.863504 -5.249237 -0.51 0.09 0.70
H -2.991589 2.652094 -5.201337 0.45 -0.09 0.05
H -2.064309 1.654964 -6.402997 -0.25 0.73 -0.77
H -4.623509 0.679274 -6.583717 -0.46 0.04 -0.24
H -6.409669 2.475994 -6.290907 -0.14 -0.94 -0.17
H -5.304869 3.641854 -6.068667 0.90 0.16 0.47
H -6.198999 0.412694 -4.791267 0.36 -0.25 0.00
H -6.682549 1.258744 -3.357897 -0.17 -0.17 0.11
H -5.131739 0.509414 -3.308097 0.67 0.20 -0.52
H -3.767749 2.974124 -8.195827 -0.11 0.38 0.18
H -3.645519 1.444204 -8.576887 -0.10 -0.41 0.13
C -2.178889 4.900114 6.731883 0.26 0.82 1.03
C -1.070569 4.702864 5.737913 -0.26 -0.69 -0.24
C 0.321821 5.343734 5.992913 -1.27 -0.29 -1.67
O 1.171041 5.199894 4.837703 0.92 -0.69 -0.26
C 0.648371 5.493324 3.533033 -0.32 0.54 1.25
N -0.975689 3.225994 5.607003 0.21 -0.01 -0.56
H -3.158669 4.631364 6.337063 0.17 0.06 -0.29
H -2.172339 5.964974 6.964533 -0.41 -0.01 0.47
H -2.051769 4.298804 7.632093 0.18 0.22 0.25
H -1.524979 5.208914 4.886133 0.53 -0.57 -0.74
H 0.828391 4.785844 6.780453 0.11 0.55 0.21
H 0.154901 6.408704 6.154413 0.27 0.10 0.57
H 0.030761 6.378124 3.687343 -0.70 -0.22 -0.64
H 0.166131 4.604594 3.125963 -0.61 0.21 -0.03
H 1.372921 5.801554 2.779303 0.75 -0.16 0.65
H -0.269589 2.949044 4.940063 0.18 0.25 -0.53
H -0.531569 2.954274 6.472463 -0.16 -0.31 0.49
C -7.721679 -4.184556 3.167863 -0.61 -1.46 0.37
C -8.037829 -4.099876 4.684413 0.31 -0.42 -0.84
C -8.901739 -5.235596 5.416293 0.89 1.49 -0.94
O -10.273549 -5.269436 5.185103 0.27 1.63 0.11
C -10.923389 -6.050386 6.171613 -0.70 -2.22 -2.30
N -6.713549 -4.049096 5.356373 -0.47 0.80 0.39
H -6.932029 -3.518996 2.819153 -0.28 0.47 0.37
H -8.638299 -4.063276 2.590633 0.13 0.15 -0.09
H -7.336579 -5.175646 2.927953 -0.05 -0.30 -0.04
H -8.562819 -3.145466 4.724063 0.09 0.12 0.93
H -8.783109 -4.960366 6.464283 0.45 -0.42 0.32
H -8.429419 -6.180466 5.147533 0.14 -0.39 0.32
H -10.519329 -6.137946 7.180163 -0.09 0.86 -0.01
H -10.833229 -7.030386 5.703013 0.28 -0.93 0.72
H -11.998309 -5.962116 6.014053 0.02 0.95 0.86
H -6.841209 -4.114556 6.356133 0.00 0.10 0.25
H -6.100859 -4.818296 5.126093 -0.25 -0.28 -0.42


No. 2
111
Properties=species:S:1:pos:R:3:forces:R:3 method="wB97M-V/def2-TZVPD" total_charge=0 homo_lumo_gap_ev=7.200 smiles="CCCC(=O)OC[C@H](F)CC.COP(=O)(OC)OC.COP(=O)(OC)OC.COP(=O)(OC)OC.COP(=O)(OC)OC.COP(=O)(OC)OC" mol_weight_g_mol=862.6 e_homo_ev=-9.520
C 8.571000 1.756061 -3.124123 -0.86 0.25 0.29
C 7.145713 2.355205 -3.349002 0.28 0.26 -0.53
C 7.075830 3.351632 -4.577419 -1.40 -0.82 1.41
C 6.390900 4.637327 -4.095865 0.20 -1.02 -0.54
O 6.912884 5.669606 -4.294239 1.13 2.38 -0.15
O 5.217802 4.643252 -3.390681 -0.08 -0.83 -1.00
C 4.207265 3.819441 -3.956102 -1.29 -0.62 0.55
C 3.141864 3.554876 -2.835401 1.37 -0.53 -0.41
F 3.867321 3.559755 -1.636590 -0.56 0.19 0.03
C 2.495210 2.175392 -2.928548 -1.33 0.35 0.03
C 1.792897 1.877498 -4.292010 -0.11 -0.46 0.79
H 9.272435 2.053397 -3.915740 -0.24 -0.33 0.16
H 8.950982 2.165190 -2.176662 0.11 -0.36 -0.30
H 8.470900 0.664469 -3.045896 0.47 0.34 -0.03
H 6.392850 1.564802 -3.498511 0.37 0.17 0.11
H 6.835535 2.901979 -2.445094 0.08 -0.25 -0.30
H 6.441382 2.907266 -5.359316 0.49 0.10 -0.01
H 8.072895 3.583215 -4.962343 -0.44 0.21 0.06
H 3.698357 4.310416 -4.807007 0.38 0.01 0.27
H 4.566410 2.842818 -4.319556 0.22 0.35 0.27
H 2.413945 4.382437 -2.828637 0.17 -0.33 0.25
H 1.702043 2.154098 -2.158368 0.40 0.06 -0.16
H 3.184709 1.368776 -2.634949 0.10 0.51 -0.32
H 2.373275 1.127142 -4.844696 -0.16 0.53 -0.25
H 0.822703 1.409425 -4.060808 0.32 0.12 -0.23
H 1.562522 2.777309 -4.880688 0.35 -0.30 0.06
C -4.862188 2.910389 -1.343722 -0.28 -0.23 -0.18
O -4.156417 2.814605 -0.097047 0.77 3.14 -0.67
P -2.504823 3.106662 -0.161023 2.52 -7.06 2.29
O -2.096786 1.893975 -0.956153 -0.54 1.28 -0.66
O -2.351808 2.896373 1.428226 0.23 0.60 -0.31
C -2.823392 1.688875 2.018308 -0.40 -0.14 0.32
O -1.029387 3.915927 -0.194870 -2.72 2.09 -0.39
C -0.935419 4.993274 -1.138053 0.10 0.00 -0.19
H -5.923849 3.026494 -1.131427 0.07 0.08 0.12
H -4.523524 3.775400 -1.913459 -0.13 -0.05 -0.11
H -4.712879 2.001089 -1.925759 0.15 0.04 0.01
H -2.786205 0.852950 1.318803 0.01 0.11 -0.12
H -3.846108 1.829167 2.369071 -0.01 -0.08 -0.05
H -2.193421 1.460999 2.877434 0.09 0.14 -0.07
H -1.674414 5.764503 -0.912694 0.12 0.11 -0.06
H -1.089933 4.618295 -2.154203 0.03 0.05 -0.01
H 0.058621 5.429350 -1.065976 0.00 -0.10 0.09
C 0.021237 -3.480673 6.975253 0.20 0.02 0.29
O -1.301831 -2.950263 6.834838 -0.06 -2.13 -2.73
P -1.568564 -1.980858 5.475872 -1.31 7.44 4.43
O -0.695566 -0.843823 5.954831 0.82 -1.13 -0.65
O -3.115329 -1.764167 5.887047 0.04 -0.46 -0.76
C -3.432425 -1.341706 7.208933 -0.15 -0.25 0.43
O -1.877922 -1.284181 3.966855 0.23 -3.70 -0.44
C -1.123977 -1.842989 2.875515 0.14 0.08 -0.19
H -0.018826 -4.317518 7.671190 -0.12 0.01 -0.04
H 0.404772 -3.838872 6.019033 0.12 -0.04 0.09
H 0.686206 -2.715232 7.374440 -0.03 0.06 -0.13
H -2.629487 -0.747669 7.645908 0.08 -0.04 -0.11
H -3.630214 -2.211818 7.835788 0.05 0.05 0.05
H -4.336770 -0.736623 7.160503 0.03 -0.03 -0.19
H -1.354263 -2.902638 2.752315 0.02 0.06 -0.21
H -0.052257 -1.717698 3.052285 -0.01 0.03 -0.03
H -1.398906 -1.317827 1.963746 -0.05 0.06 0.09
C -4.457519 -8.448863 1.907649 -0.29 -0.10 -0.27
O -3.031818 -8.612031 1.911437 -0.27 1.15 3.11
P -2.132552 -7.222985 2.196619 3.70 0.31 -6.88
O -2.456854 -6.485135 0.927013 -0.93 0.02 1.24
O -0.746620 -8.039837 2.113339 -0.12 0.38 0.63
C -0.470139 -8.824789 0.957558 -0.05 -0.48 -0.12
O -1.339006 -5.969606 2.999106 -1.96 -1.78 2.06
C -2.109015 -5.290702 3.998511 -0.21 0.08 -0.09
H -4.912519 -9.429082 2.039187 0.14 -0.01 0.04
H -4.780806 -7.801083 2.721971 -0.12 -0.04 -0.05
H -4.779357 -8.030276 0.954444 0.08 0.10 0.04
H -0.959214 -8.422601 0.070099 -0.06 0.08 0.08
H -0.796140 -9.851672 1.124675 -0.04 0.02 -0.06
H 0.607485 -8.824426 0.800627 -0.02 0.12 0.14
H -2.407447 -5.983593 4.786731 0.03 0.20 0.16
H -2.996555 -4.833647 3.551180 0.02 0.06 0.06
H -1.488074 -4.509545 4.437632 0.11 -0.11 -0.04
C 6.092329 -4.939203 -1.048492 -0.19 -0.11 -0.31
O 7.517965 -4.982514 -0.904589 -1.10 0.54 3.28
P 8.252109 -3.562242 -0.363197 4.79 1.14 -7.20
O 7.999613 -2.763200 -1.620613 -1.33 0.02 1.05
O 9.689081 -4.299990 -0.405701 -0.02 0.27 0.75
C 10.088897 -4.984018 -1.587656 0.00 -0.47 -0.10
O 8.968493 -2.295628 0.495141 -2.08 -1.94 2.28
C 8.133985 -1.658359 1.475042 -0.09 0.20 0.01
H 5.721597 -5.962612 -1.080073 0.12 0.00 0.06
H 5.627952 -4.425065 -0.207308 -0.12 -0.05 -0.08
H 5.829394 -4.435092 -1.978295 0.06 0.10 0.06
H 9.639238 -4.545802 -2.479047 -0.08 0.07 0.08
H 9.812706 -6.036330 -1.514928 -0.02 0.02 -0.08
H 11.173109 -4.914880 -1.665580 -0.03 0.12 0.15
H 7.824646 -2.373977 2.238992 0.01 0.13 0.10
H 7.251617 -1.223237 0.997953 0.02 0.03 0.03
H 8.708149 -0.866488 1.950289 0.07 -0.04 -0.10
C -10.973885 7.587748 -1.231936 -0.33 0.02 0.12
O -10.001095 6.674423 -0.711947 2.38 2.52 -1.15
P -9.094194 5.820910 -1.859331 -4.10 -7.85 2.21
O -10.304682 5.033287 -2.319241 -0.03 1.21 -0.89
O -8.279064 5.050940 -0.695716 0.64 0.52 -0.50
C -8.994235 4.460415 0.385395 -0.12 0.16 0.53
O -8.091664 5.087919 -3.016804 1.43 3.49 0.31
C -7.781400 5.890055 -4.165691 -0.05 -0.03 -0.16
H -11.243680 8.285305 -0.440384 0.13 -0.04 0.04
H -10.572506 8.151916 -2.073492 -0.14 0.06 0.01
H -11.862867 7.041480 -1.545744 0.10 -0.07 -0.09
H -9.998058 4.157604 0.086734 0.03 0.08 -0.13
H -9.053170 5.164485 1.215504 -0.08 -0.04 -0.01
H -8.440375 3.582034 0.714665 0.12 0.06 -0.16
H -7.250165 6.796488 -3.869041 0.08 -0.02 -0.16
H -8.696822 6.157275 -4.700620 0.03 -0.01 -0.03
H -7.140443 5.309671 -4.825623 -0.04 -0.08 0.08